(1)
Formula: C13H20P
Source: OMol25
Level of theory: wB97M-V/def2-TZVPD

The calculation puts the LUMO energy at -2.73 eV. The HOMO energy is -12.41 eV. The gap between HOMO and LUMO is 9.684 eV. The value obtained for the energy above the lowest of the compared OMol25 structures with the same formula, charge and spin is 19.2 kJ/mol.

The geometry in ORCA input format:
```
! wB97M-V def2-TZVPD RIJCOSX def2/J DEFGRID3
* xyz 1 1
C 0.709 -2.505 -0.625
C -1.430 -2.207 0.423
C -0.528 -3.038 -0.271
C 0.984 -1.168 -0.511
C -1.080 -0.847 0.677
C 0.119 -0.362 0.184
C 0.577 2.321 -1.358
C -0.565 2.640 -0.348
C -0.742 -4.476 -0.713
C 2.248 -0.609 -1.149
C -2.088 0.022 1.383
C -0.361 3.981 0.192
C 1.431 1.471 1.794
P 0.562 1.383 0.241
H 1.300 -3.147 -1.361
H -2.378 -2.751 0.467
H 0.067 1.702 -2.124
H 1.229 3.115 -1.667
H -1.712 2.377 -0.635
H -1.364 -4.511 -1.573
H 0.208 -4.951 -0.962
H -1.272 -5.197 -0.067
H 2.169 -0.602 -2.268
H 2.489 0.344 -0.876
H 2.931 -1.367 -0.880
H -1.825 0.960 1.889
H -2.813 0.370 0.740
H -2.523 -0.593 2.156
H 0.594 4.161 0.667
H -1.138 4.324 0.916
H -0.493 4.696 -0.642
H 2.227 0.725 1.700
H 0.676 1.205 2.526
H 1.793 2.534 2.076
*
```

(2)
Formula: C13H21BCrF4NO3S4Se4
Source: OMol25
Level of theory: wB97M-V/def2-TZVPD

The calculation puts the LUMO energy (alpha / beta) at 3.53 / 3.53 eV. The HOMO energy (alpha / beta) is -2.80 / -2.92 eV. As for the expectation value of S²: 3.9064. The gap between HOMO and LUMO (alpha / beta) is 6.327 / 6.451 eV. The value obtained for the energy above the lowest of the compared OMol25 structures with the same formula, charge and spin is 21.0 kJ/mol.

The geometry in ORCA input format:
```
! wB97M-V def2-TZVPD RIJCOSX def2/J DEFGRID3
* xyz -2 4
Cr -0.495 0.945 0.615
C -1.591 -4.721 -1.178
C -1.480 -4.427 0.313
S -0.918 -2.746 0.715
C 0.681 -3.046 1.493
C 1.847 -3.355 0.557
S 2.131 -2.096 -0.724
C 1.911 -3.024 -2.267
C 0.487 -3.421 -2.644
S -0.010 -5.054 -2.003
H -2.086 -3.898 -1.693
H -2.189 -5.622 -1.331
H -0.805 -5.138 0.793
H -2.467 -4.536 0.769
H 0.570 -3.860 2.214
H 0.877 -2.135 2.058
H 1.679 -4.299 0.042
H 2.762 -3.435 1.147
H 2.577 -3.889 -2.268
H 2.284 -2.328 -3.022
H 0.406 -3.471 -3.731
H -0.225 -2.680 -2.287
Se 1.621 0.753 1.939
Se 0.929 0.109 4.091
Se -1.050 1.324 4.244
Se -2.164 0.477 2.378
N 0.825 1.119 -1.108
C 0.882 2.270 -1.995
C 2.120 2.768 -2.372
C 2.206 3.869 -3.214
C 1.051 4.462 -3.698
C -0.187 3.956 -3.318
C -0.277 2.869 -2.462
S 1.152 5.850 -4.838
O 0.908 5.251 -6.143
O 2.506 6.364 -4.665
O 0.103 6.759 -4.399
H 0.512 0.310 -1.651
H 1.775 0.906 -0.814
H 3.023 2.303 -1.988
H 3.161 4.284 -3.504
H -1.082 4.439 -3.686
H -1.246 2.484 -2.168
F -1.921 0.351 -0.783
B -2.185 -0.302 -2.083
F -3.081 0.483 -2.764
F -0.946 -0.372 -2.737
F -2.675 -1.574 -1.823
C -0.580 2.970 0.899
H -1.539 3.323 0.510
H 0.239 3.442 0.355
H -0.502 3.190 1.962
*
```

(3)
Formula: C13H21BF7NO7S
Source: OMol25
Level of theory: wB97M-V/def2-TZVPD

The calculation puts the LUMO energy at 0.21 eV. The HOMO energy is -9.21 eV. As for the structure (SMILES): C[C@@]1(B(N)O)OS(=O)(=O)O[C@@]1(C)C(F)(F)C(F)(F)C(F)(F)F.CC(C)=O.CC(C)=O. The gap between HOMO and LUMO is 9.421 eV. The value obtained for the energy above the lowest of the compared OMol25 structures with the same formula, charge and spin is 0.0 kJ/mol.

The geometry in ORCA input format:
```
! wB97M-V def2-TZVPD RIJCOSX def2/J DEFGRID3
* xyz 0 1
C 0.437 2.088 0.689
C 0.192 0.669 0.162
B -0.115 -0.254 1.446
N -1.456 -0.528 1.805
O 0.954 -0.763 2.138
O -1.064 0.712 -0.595
S -0.806 1.024 -2.109
O -1.768 0.330 -2.892
O -0.592 2.419 -2.308
O 0.567 0.252 -2.186
C 1.206 0.049 -0.888
C 1.324 -1.465 -0.746
C 2.594 0.723 -1.161
F 2.438 2.021 -1.465
F 3.068 0.103 -2.274
C 3.820 0.615 -0.180
F 4.899 0.953 -0.911
F 3.952 -0.671 0.208
C 3.912 1.498 1.098
F 3.161 0.996 2.071
F 5.170 1.522 1.516
F 3.524 2.748 0.862
H 0.808 2.777 -0.069
H -0.531 2.469 1.032
H 1.113 2.092 1.546
H -2.168 0.173 1.657
H -1.589 -1.023 2.679
H 0.700 -1.002 3.045
H 1.885 -1.870 -1.591
H 1.823 -1.749 0.177
H 0.309 -1.872 -0.781
C 2.061 -3.032 5.122
C 0.797 -3.374 4.376
O -0.048 -2.537 4.136
C 0.631 -4.805 3.939
H 2.066 -1.977 5.386
H 2.131 -3.634 6.029
H 2.931 -3.260 4.504
H 0.655 -5.466 4.807
H 1.455 -5.088 3.283
H -0.313 -4.925 3.414
C -5.154 2.032 -5.952
C -5.618 2.201 -4.524
O -6.765 1.995 -4.202
C -4.571 2.635 -3.530
H -5.987 1.716 -6.576
H -4.750 2.974 -6.328
H -4.356 1.288 -5.997
H -4.148 3.598 -3.821
H -3.761 1.905 -3.498
H -5.020 2.719 -2.543
*
```

Number 1: E_tot -23085.8059 eV. Number 2: E_tot -366160.5307 eV. Number 3: E_tot -60180.9407 eV.